2 unconnected molecules or ions with the total composition C29H48N5O5S2 in a non-equilibrium geometry. Source: the OMol25 dataset; level of theory: the ωB97M-V functional and the def2-TZVPD basis.

Bonds (Å) are listed after each position.
Cartesian coordinates (Å):
1 C -7.201 0.995 -0.431  C2 1.506, H37 1.086, H38 1.094, H39 1.092
2 C -7.536 0.101 -1.596  C1 1.506, O3 1.189, O4 1.384
3 O -8.562 0.133 -2.196  C2 1.189
4 O -6.540 -0.763 -2.018  C2 1.384, C5 1.420
5 C -5.881 -1.579 -1.061  O4 1.420, C6 1.524, H40 1.094, H41 1.095
6 C -4.666 -2.170 -1.767  C5 1.524, C7 1.531, H42 1.089, H43 1.093
7 C -3.856 -1.073 -2.463  C6 1.531, N8 1.524, H44 1.090, H45 1.087
8 N -2.350 -1.297 -2.515  C7 1.524, C9 1.511, C33 1.505, H46 1.019
9 C -1.641 0.007 -2.796  N8 1.511, C10 1.527, H47 1.089, H48 1.094
10 C -1.222 0.583 -1.445  C9 1.527, C11 1.544, C20 1.541, H49 1.093
11 C -2.245 1.446 -0.677  C10 1.544, C12 1.535, H50 1.092, H51 1.096
12 C -3.095 0.761 0.403  C11 1.535, C13 1.543, H52 1.094, H53 1.095
13 C -2.413 0.691 1.786  C12 1.543, C14 1.525, H54 1.089, H55 1.093
14 C -2.780 -0.602 2.505  C13 1.525, N15 1.442, H56 1.099, H57 1.095
15 N -2.150 -0.738 3.796  C14 1.442, C16 1.371, C19 1.373
16 C -2.763 -1.285 4.894  N15 1.371, C17 1.366, H58 1.079
17 C -1.883 -1.259 5.939  C16 1.366, C18 1.422, H59 1.078
18 C -0.679 -0.674 5.458  C17 1.422, C19 1.367, H60 1.078
19 C -0.874 -0.365 4.141  N15 1.373, C18 1.367, H61 1.079
20 C -0.707 -0.693 -0.751  C10 1.541, C21 1.529, C33 1.557, H62 1.091
21 C 0.774 -0.965 -1.013  C20 1.529, C22 1.536, H63 1.091, H64 1.095
22 C 1.631 0.171 -0.436  C21 1.536, C23 1.532, H65 1.093, H66 1.092
23 C 3.104 -0.235 -0.315  C22 1.532, S24 1.801, H67 1.090, H68 1.093
24 S 3.991 0.933 0.729  C23 1.801, C25 1.762
25 C 3.319 0.590 2.321  S24 1.762, S26 1.634, N27 1.413
26 S 2.548 -0.800 2.698  C25 1.634
27 N 3.516 1.583 3.307  C25 1.413, C28 1.474, C32 1.478
28 C 4.757 1.403 4.081  N27 1.474, C29 1.534, H69 1.090, H70 1.091
29 C 6.002 1.797 3.276  C28 1.534, O30 1.422, H71 1.097, H72 1.091
30 O 5.746 2.878 2.387  C29 1.422, C31 1.413
31 C 4.717 3.720 2.863  O30 1.413, C32 1.529, H73 1.090, H74 1.098
32 C 3.375 2.985 2.865  N27 1.478, C31 1.529, H75 1.089, H76 1.097
33 C -1.670 -1.802 -1.271  N8 1.505, C20 1.557, O34 1.402, H77 1.089
34 O -1.020 -2.990 -1.634  C33 1.402, N35 1.492
35 N -1.115 -3.954 -0.499  O34 1.492, O36 1.139
36 O -0.299 -4.744 -0.583  N35 1.139
37 H -7.970 1.756 -0.343  C1 1.086
38 H -7.186 0.413 0.495  C1 1.094
39 H -6.213 1.445 -0.543  C1 1.092
40 H -6.539 -2.390 -0.737  C5 1.094
41 H -5.584 -1.018 -0.169  C5 1.095
42 H -4.077 -2.766 -1.070  C6 1.089
43 H -5.054 -2.851 -2.528  C6 1.093
44 H -4.150 -1.034 -3.512  C7 1.090
45 H -4.031 -0.080 -2.055  C7 1.087
46 H -2.169 -1.938 -3.286  N8 1.019
47 H -2.163 0.644 -3.508  C9 1.089
48 H -0.714 -0.300 -3.289  C9 1.094
49 H -0.425 1.271 -1.736  C10 1.093
50 H -1.729 2.284 -0.204  C11 1.092
51 H -2.919 1.896 -1.415  C11 1.096
52 H -4.012 1.345 0.521  C12 1.094
53 H -3.422 -0.238 0.098  C12 1.095
54 H -2.705 1.544 2.397  C13 1.089
55 H -1.330 0.716 1.637  C13 1.093
56 H -2.557 -1.474 1.875  C14 1.099
57 H -3.859 -0.593 2.692  C14 1.095
58 H -3.773 -1.660 4.844  C16 1.079
59 H -2.085 -1.613 6.937  C17 1.078
60 H 0.221 -0.500 6.025  C18 1.078
61 H -0.198 0.094 3.438  C19 1.079
62 H -0.856 -0.711 0.330  C20 1.091
63 H 1.087 -1.887 -0.520  C21 1.091
64 H 0.968 -1.065 -2.086  C21 1.095
65 H 1.234 0.434 0.548  C22 1.093
66 H 1.590 1.059 -1.071  C22 1.092
67 H 3.218 -1.244 0.081  C23 1.090
68 H 3.562 -0.180 -1.305  C23 1.093
69 H 4.825 0.359 4.386  C28 1.090
70 H 4.675 2.013 4.981  C28 1.091
71 H 6.812 2.054 3.970  C29 1.097
72 H 6.335 0.960 2.660  C29 1.091
73 H 4.665 4.594 2.214  C31 1.090
74 H 4.956 4.077 3.874  C31 1.098
75 H 2.903 3.013 1.884  C32 1.089
76 H 2.699 3.500 3.558  C32 1.097
77 H -2.394 -2.039 -0.492  C33 1.089
78 C 6.157 -1.094 -5.796  C79 1.523, H83 1.091, H84 1.089, H85 1.092
79 C 6.468 -0.125 -4.662  C78 1.523, C80 1.534, H86 1.091, H87 1.091
80 C 5.247 0.170 -3.781  C79 1.534, C81 1.464, H88 1.092, H89 1.093
81 C 4.147 0.774 -4.534  C80 1.464, N82 1.144
82 N 3.286 1.250 -5.118  C81 1.144
83 H 5.410 -0.682 -6.476  C78 1.091
84 H 7.054 -1.302 -6.378  C78 1.089
85 H 5.780 -2.044 -5.411  C78 1.092
86 H 6.847 0.812 -5.071  C79 1.091
87 H 7.252 -0.539 -4.027  C79 1.091
88 H 5.516 0.851 -2.972  C80 1.092
89 H 4.871 -0.753 -3.333  C80 1.093

The value obtained for the total energy is -2579.7931 hartree. Its net charge is +1.